The following is a quantum chemistry calculation of a structure of composition C28H27FeN6OS2, from OMol25.

Structure (XYZ):
```
65
C28H27FeN6OS2 (ωB97M-V/def2-TZVPD)
Fe -0.65 -0.01 0.58
S 1.79 0.46 1.36
C 1.04 1.59 2.47
S -0.62 1.40 2.77
C 1.83 2.61 3.02
C 3.20 2.75 2.69
N 4.32 2.90 2.43
C 1.29 3.57 3.92
N 0.88 4.37 4.65
N -0.66 1.70 -0.71
C -1.78 2.08 -1.54
C -1.58 3.20 -2.35
C -2.56 3.69 -3.19
C -3.79 3.05 -3.20
C -3.99 1.94 -2.39
C -3.01 1.40 -1.55
C -3.42 0.23 -0.68
C -4.53 -0.53 -1.06
C -5.10 -1.44 -0.19
C -4.58 -1.58 1.09
C -3.42 -0.89 1.42
C -2.76 -0.01 0.55
H -0.24 2.50 -0.25
H 0.10 1.30 -1.27
H -0.61 3.69 -2.31
H -2.38 4.56 -3.80
H -4.60 3.42 -3.81
H -4.98 1.50 -2.38
H -4.95 -0.43 -2.05
H -5.96 -2.02 -0.50
H -5.05 -2.25 1.80
H -2.97 -1.07 2.40
O 0.13 -1.99 1.85
C 0.80 -2.94 1.04
C -0.19 -4.01 0.62
C -1.43 -3.40 -0.02
C -1.17 -2.79 -1.37
C -1.26 -3.59 -2.51
C -1.07 -3.03 -3.75
C -0.81 -1.67 -3.83
C -0.71 -0.95 -2.66
N -0.86 -1.49 -1.44
H 0.78 -1.30 2.12
H 1.64 -3.39 1.58
H 1.22 -2.44 0.15
H -0.49 -4.57 1.51
H 0.31 -4.70 -0.06
H -1.83 -2.62 0.63
H -2.21 -4.16 -0.12
H -1.50 -4.64 -2.39
H -1.14 -3.63 -4.65
H -0.68 -1.16 -4.78
H -0.51 0.10 -2.70
C 5.17 -0.72 -2.55
N 3.90 -0.02 -2.62
C 3.51 0.90 -3.57
C 2.27 1.31 -3.19
N 1.89 0.66 -2.04
C 2.89 -0.12 -1.74
H 5.74 -0.50 -3.45
H 5.00 -1.80 -2.50
H 5.74 -0.40 -1.68
H 4.15 1.18 -4.38
H 1.63 2.04 -3.67
H 2.95 -0.75 -0.86
```

- Gap between HOMO and LUMO (alpha / beta): 5.99 / 6.34 eV
- Spin multiplicity: 5
- Total charge: -1
- <S²>: 6.01
- DFT total energy: -96522.0021 eV